DFT (the ωB97M-V functional and the def2-TZVPD basis) results for a structure of composition C28H37BeN9O8S2Zn.

Element x y z (Å)
Zn 1.7198 -1.5727 2.3367
Be -1.4923 -3.7348 -0.7536
S -0.4556 -1.0326 0.0395
O -1.5845 -1.7845 0.6667
O -0.9372 0.2846 -0.3814
O 0.6975 -0.8285 0.9052
O -0.1558 -1.8841 -1.1024
S 0.1996 -4.5747 2.1513
O 1.1724 -5.6529 2.1993
O -0.3130 -4.5926 3.5544
O 0.9288 -3.3407 1.9406
O -0.9018 -4.8203 1.2089
C 3.5521 2.6782 3.2327
C 2.8425 1.4327 3.0793
N 2.3608 0.4104 2.9111
H 2.9979 3.5679 2.9448
H 4.4319 2.6233 2.5913
H 3.8429 2.7090 4.2836
C -1.6760 -2.2515 5.5262
C -0.7875 -1.7091 4.5025
N -0.0861 -1.3071 3.6914
H -1.3235 -3.2717 5.6817
H -2.7062 -2.0977 5.2128
H -1.4407 -1.7207 6.4498
C 5.6000 -1.5734 -0.2388
C 4.3150 -1.7614 0.4572
N 3.3400 -1.9198 1.0338
H 6.4177 -1.9123 0.3952
H 5.7518 -0.5310 -0.5127
H 5.6044 -2.1721 -1.1492
C -3.9235 0.0893 -0.9040
C -3.5444 -1.1714 -1.5261
N -3.2358 -2.1540 -2.0381
H -3.6151 0.8669 -1.6025
H -3.4079 0.2108 0.0452
H -4.9973 0.0535 -0.7248
N 1.5978 1.8503 -0.3093
C 1.7487 3.1872 -0.0882
C 3.0776 3.5206 -0.2790
C 3.7633 2.3700 -0.6923
C 2.7943 1.3488 -0.7040
H 0.7848 1.2471 -0.2871
H 0.9091 3.8263 0.1365
H 3.5150 4.5073 -0.2685
H 4.7911 2.3520 -1.0172
H 2.9568 0.3163 -0.9722
N -0.5932 0.8881 -3.0336
C -1.5985 0.7398 -3.9510
C -1.1467 1.1600 -5.1722
C 0.1317 1.7310 -5.0162
C 0.4589 1.4813 -3.7124
H -0.5670 0.6384 -2.0458
H -2.5038 0.2373 -3.6515
H -1.7587 1.1734 -6.0619
H 0.8064 2.2745 -5.6565
H 1.3697 1.6667 -3.1612
N -2.0762 2.7205 -0.3733
C -1.7348 3.7504 -1.2193
C -2.5787 4.7901 -0.9059
C -3.4244 4.4174 0.1762
C -3.0719 3.1340 0.5060
H -1.6074 1.8171 -0.2827
H -0.9650 3.5814 -1.9553
H -2.5962 5.7768 -1.3434
H -4.2275 5.0190 0.5685
H -3.3653 2.3714 1.2100
N -3.4159 -0.9670 2.4221
C -3.1607 0.2639 2.9661
C -4.2187 0.5935 3.8025
C -5.1216 -0.4646 3.6995
C -4.5729 -1.4799 2.9692
H -2.8215 -1.4624 1.7521
H -2.1777 0.6492 2.7379
H -4.3482 1.5245 4.3295
H -6.0660 -0.4493 4.2244
H -4.9091 -2.4481 2.6353
N 1.9428 -2.1574 -2.9954
C 3.1291 -2.8364 -2.8025
C 3.7264 -3.0610 -4.0197
C 2.9062 -2.4743 -5.0144
C 1.8383 -1.9135 -4.3245
H 1.2319 -2.0564 -2.2820
H 3.3354 -3.1354 -1.7861
H 4.6765 -3.5607 -4.1282
H 3.0427 -2.5314 -6.0811
H 0.9018 -1.4827 -4.6497

Calculated values
E, eV: -129913.92839

---

DFT (the ωB97M-V functional and the def2-TZVPD basis) results for a structure of composition C22H41BrCdNSe2Si4Te3.

Element x y z (Å)
Cd -0.6445 -2.7291 -1.2146
C 3.3926 -2.3935 -1.5080
C 2.7044 -3.5579 -0.8396
C 2.5299 -4.7623 -1.5244
C 1.9288 -5.8464 -0.9074
C 1.4803 -5.7453 0.4048
C 1.6383 -4.5530 1.0909
C 2.2495 -3.4678 0.4712
H 4.4609 -2.5932 -1.6306
H 3.2804 -1.4800 -0.9189
H 2.9760 -2.2231 -2.5025
H 2.8566 -4.8368 -2.5551
H 1.7864 -6.7670 -1.4587
H 0.9906 -6.5869 0.8780
H 1.2755 -4.4559 2.1072
H 2.3782 -2.5446 1.0230
C 0.3849 1.9423 -4.8813
C -0.7198 1.1797 -4.1987
C -2.0571 1.3296 -4.5326
C -3.0233 0.5557 -3.9092
C -2.5987 -0.3253 -2.9302
Br -3.8629 -1.4476 -2.0727
N -1.3378 -0.4666 -2.5669
C -0.4213 0.2510 -3.2152
H -0.0123 2.7547 -5.4891
H 0.9536 1.2689 -5.5289
H 1.0814 2.3594 -4.1510
H -2.3499 2.0400 -5.2992
H -4.0706 0.6302 -4.1657
H 0.6081 0.0505 -2.9440
Se 0.6768 -2.7299 -3.9394
Te -1.3992 -3.8814 -4.7249
Te -1.3302 -6.0520 -3.1489
Se -1.9582 -4.9737 -0.9666
C -0.1290 2.4845 4.7282
Si -0.4566 0.8208 3.8974
C 0.8722 -0.3551 4.5145
C -2.1130 0.2167 4.5441
Si -0.4628 0.8342 1.5524
Te -0.9712 -1.5885 1.2351
Si -2.1925 2.1899 0.7554
C -1.8992 2.7685 -1.0113
C -3.8406 1.3104 0.8261
C -2.3618 3.7510 1.8041
Si 1.5764 1.6829 0.8052
C 3.0854 0.7865 1.4752
C 1.6756 3.4675 1.4185
C 1.8194 1.7759 -1.0561
H -0.2729 2.4101 5.8115
H -0.8066 3.2591 4.3500
H 0.8969 2.8242 4.5474
H 0.7925 -0.5229 5.5942
H 1.8735 0.0369 4.3048
H 0.7833 -1.3220 4.0083
H -2.0902 0.0920 5.6317
H -2.3735 -0.7441 4.0884
H -2.9127 0.9269 4.2991
H -1.5671 1.9425 -1.6488
H -1.1261 3.5456 -1.0461
H -2.8158 3.1811 -1.4459
H -3.8099 0.3720 0.2654
H -4.6408 1.9347 0.4136
H -4.0979 1.0573 1.8618
H -1.4187 4.3091 1.8424
H -2.6379 3.4984 2.8346
H -3.1332 4.4158 1.4002
H 3.1069 0.8072 2.5700
H 4.0026 1.2586 1.1086
H 3.0931 -0.2645 1.1664
H 1.4965 3.5296 2.4971
H 0.9205 4.0897 0.9233
H 2.6597 3.9022 1.2116
H 1.9367 0.7719 -1.4814
H 2.7227 2.3489 -1.2907
H 0.9687 2.2519 -1.5570

Calculated values
Total charge: -1
E, eV: -283667.86863

---

DFT (the ωB97M-V functional and the def2-TZVPD basis) results for a structure of composition C17H36ClF6O4PtSb2Si.

Element x y z (Å)
Pt -0.7959 0.4813 2.2275
O -1.7687 -1.6177 3.6181
Cl -1.8683 -2.0457 2.2392
O -2.6366 -3.2246 2.0739
O -0.5081 -2.2020 1.6995
O -2.4534 -0.9222 1.4632
F -2.0148 1.0112 -0.2788
Sb -3.1527 2.3075 0.6268
F -2.9580 1.6043 2.3946
F -4.1397 3.7205 1.3327
F -1.4581 3.0623 1.0100
F -3.2472 3.1060 -1.0747
F -4.5839 1.1656 0.2738
C 4.2943 3.0592 3.2533
Si 2.7040 3.4059 4.1571
C 2.1843 5.1729 3.9238
C 2.8709 2.9967 5.9623
C 1.4169 2.3042 3.4482
C 0.5772 1.5623 2.9926
H 5.1236 3.6299 3.6800
H 4.2029 3.3281 2.1980
H 4.5422 1.9968 3.3146
H 2.9174 5.8539 4.3637
H 1.2174 5.3560 4.3977
H 2.0869 5.4108 2.8618
H 3.6147 3.6380 6.4429
H 3.1772 1.9564 6.0952
H 1.9166 3.1356 6.4753
C -1.2980 -1.0764 -4.3600
C -1.7297 -0.3649 -3.0833
C -1.3206 1.0979 -3.1528
C -3.2324 -0.5074 -2.8571
Sb -0.8146 -1.3834 -1.3002
C -0.5297 -3.5709 -1.6875
C -1.8955 -4.1806 -1.3863
C 0.5222 -4.0883 -0.7153
C -0.0978 -3.8645 -3.1164
C 1.1754 -0.4485 -0.9601
C 0.9545 1.0144 -0.5935
C 1.9294 -0.6038 -2.2798
C 1.9422 -1.1198 0.1740
H -1.6097 -0.4536 -5.2070
H -1.7872 -2.0401 -4.4750
H -0.2187 -1.2124 -4.4403
H -1.8879 1.5484 -3.9764
H -0.2630 1.2207 -3.3888
H -1.5658 1.6557 -2.2569
H -3.7595 -0.1002 -3.7277
H -3.5646 0.0449 -1.9790
H -3.5358 -1.5509 -2.7469
H -2.1920 -4.0273 -0.3475
H -1.8447 -5.2614 -1.5630
H -2.6772 -3.7783 -2.0339
H 0.3623 -3.7493 0.3056
H 1.5282 -3.8129 -1.0314
H 0.4693 -5.1835 -0.7123
H -0.8938 -3.7002 -3.8336
H 0.1677 -4.9280 -3.1661
H 0.7802 -3.2967 -3.4268
H 0.4738 1.5951 -1.3735
H 1.9187 1.4723 -0.3489
H 0.3260 1.1146 0.3010
H 1.4137 -0.1331 -3.1172
H 2.1068 -1.6537 -2.5242
H 2.9088 -0.1206 -2.1827
H 1.4032 -1.0897 1.1187
H 2.8757 -0.5633 0.3170
H 2.1991 -2.1534 -0.0377

Calculated values
<S²>: 0.755
Multiplicity: 2
E, eV: -79421.34094

---

DFT (the ωB97M-V functional and the def2-TZVPD basis) results for a cluster of 2 separate species, C5H11O2 in total.

Element x y z (Å)
C 1.3240 -0.3945 -2.0800
C 1.3547 -0.8771 -0.6008
C -0.1885 -0.4343 -2.5210
O -0.6508 0.6499 -2.8008
O -0.8746 -1.4483 -2.3738
H 1.7644 0.6341 -2.1121
H 1.7678 -1.2406 -2.5902
H 0.4511 -0.2137 -0.2009
H 2.3126 -0.4072 -0.1561
H 1.4039 -1.9106 -0.4127
C -1.7745 0.3714 1.9796
C -0.3884 1.0310 2.0221
H -1.7042 -0.5270 1.4169
H -2.2094 0.1086 3.0889
H -2.4625 1.0594 1.5656
H -0.2716 1.5882 2.8517
H -0.2784 1.5621 1.1095
H 0.4244 0.4486 1.8141

Calculated values
Total charge: -1
E, eV: -9458.11185

---

DFT (the ωB97M-V functional and the def2-TZVPD basis) results for a cluster of 2 separate species, C8H19N2S in total.

Element x y z (Å)
C 1.2668 -0.0413 0.0283
C -2.7769 -1.2123 1.5984
C -0.9567 0.5311 -2.1745
C 3.4878 0.7940 0.2380
C 1.4243 2.2196 -0.1752
C 0.4491 -2.6626 -0.0253
C -1.6436 -0.2226 1.3481
C -1.5596 0.7094 -0.8020
N -1.2345 -0.3232 0.0210
N 2.0224 1.0287 0.2551
S 1.8379 -1.5340 0.3871
H -3.7821 -0.7288 1.5610
H -2.6424 -2.0827 0.9217
H -2.6123 -1.5441 2.6626
H -0.8898 1.3812 -2.7642
H 0.0918 0.1593 -1.9791
H -1.4691 -0.1498 -2.8306
H 3.7780 0.0380 -0.5820
H 3.8333 0.5132 1.1983
H 3.9433 1.6945 0.1584
H 2.1841 2.9928 0.0805
H 0.4748 2.3742 0.3509
H 1.2490 2.1722 -1.2186
H -0.0948 -2.1807 -0.8973
H -0.3455 -2.8861 0.6923
H 0.8534 -3.6998 -0.2167
H -2.0809 0.7630 1.5697
H -0.8121 -0.6052 1.9967
H -1.3402 1.6680 -0.4985
H -2.6556 0.8338 -0.9039

Calculated values
Total charge: +1
E, eV: -22407.47727

---

DFT (the ωB97M-V functional and the def2-TZVPD basis) results for a structure of composition C25H18AlCl5F6N3O3.

Element x y z (Å)
Al 0.7804 1.0906 3.7852
Cl 3.4660 1.3726 6.5217
C 1.8480 1.8574 6.7508
C 0.9491 1.7188 5.6983
C -0.3547 2.1422 5.9279
Cl -1.3269 1.8895 4.5331
C -0.8030 2.6884 7.1150
Cl -2.4230 3.2108 7.3310
C 0.1241 2.8016 8.1583
Cl -0.3611 3.4685 9.6567
C 1.4429 2.3851 7.9801
Cl 2.5593 2.5095 9.2711
F -3.2814 -1.5987 -0.8758
C -2.0762 -1.0271 -1.0952
C -1.4473 -0.4576 -0.0211
C -0.2461 0.2395 -0.1883
C 0.3904 0.8639 0.9561
O -0.1145 0.7706 2.1162
C 1.5765 1.5877 0.6596
C 2.0468 1.6546 -0.6212
N 1.4670 1.0525 -1.6720
C 2.0264 1.2974 -2.9764
C 3.5167 1.2406 -3.1358
C 2.6615 0.2017 -3.7867
C 0.3086 0.3323 -1.4858
C -0.3301 -0.3126 -2.5538
C -1.5271 -0.9961 -2.3937
N -2.1166 -1.6379 -3.4991
C -2.4218 -0.8291 -4.6610
C -2.5195 -1.7170 -5.8998
N -3.5821 -2.7309 -5.6790
C -3.2469 -3.5512 -4.4856
C -3.1418 -2.6364 -3.2695
C 2.3592 2.3031 1.7431
O 3.2390 3.0668 1.4482
O 1.9801 2.0085 2.9500
H -1.8958 -0.5184 0.9603
H 2.9427 2.2339 -0.8054
H 1.4853 2.0694 -3.5168
H 4.1002 0.9306 -2.2835
H 3.9964 1.9888 -3.7457
H 2.6871 -0.7985 -3.3832
H 2.5447 0.2439 -4.8592
H 0.1352 -0.2921 -3.5250
H -1.6336 -0.0932 -4.8133
H -3.3753 -0.2883 -4.5297
H -1.5744 -2.2388 -6.0596
H -2.7587 -1.1177 -6.7790
H -3.7098 -3.3211 -6.5089
H -4.4697 -2.2417 -5.4943
H -2.2949 -4.0525 -4.6653
H -4.0254 -4.2958 -4.3179
H -2.8625 -3.2475 -2.4112
H -4.1266 -2.1841 -3.0739
F 1.0699 -1.3752 5.2738
C 1.0346 -0.9769 3.9642
F 0.2154 -1.8904 3.3374
C 2.4316 -1.1829 3.3980
F 2.4189 -0.9169 2.0648
F 3.2714 -0.3007 3.9413
F 2.9713 -2.3934 3.5295

Calculated values
Total charge: +1
E, eV: -122340.58408